## P
{"formula": "C3H14NO2", "method": "ωB97M-V/def2-TZVPD", "homo_energy_ev": -15.598, "multiplicity": 1, "charge": 1, "homo_lumo_gap_ev": 12.35, "symbols": ["C", "C", "C", "N", "H", "H", "H", "H", "H", "H", "H", "H", "H", "H", "H", "H", "O", "H", "H", "O"], "coordinates": [[-0.12, -0.64, -0.57], [1.14, -0.53, 0.29], [1.92, -1.87, 0.30], [-1.13, 0.43, -0.17], [0.13, -0.60, -1.62], [-0.58, -1.55, -0.21], [0.93, -0.24, 1.33], [1.85, 0.24, -0.03], [2.86, -1.72, 0.83], [1.35, -2.70, 0.73], [2.15, -2.04, -0.75], [-0.83, 1.03, 0.61], [-1.33, 0.87, -1.07], [-2.00, 0.00, 0.10], [-2.21, 1.89, 2.70], [-2.60, 0.49, 2.96], [-1.88, 0.99, 2.55], [0.59, 2.47, -2.22], [-0.48, 1.81, -3.18], [0.25, 1.67, -2.58]]}

---

## Q
{"formula": "C3H14NO2", "method": "ωB97M-V/def2-TZVPD", "homo_energy_ev": -15.410, "multiplicity": 1, "charge": 1, "homo_lumo_gap_ev": 12.09, "symbols": ["C", "C", "N", "C", "H", "H", "H", "H", "H", "H", "H", "H", "H", "H", "H", "H", "O", "H", "H", "O"], "coordinates": [[0.21, 0.34, 2.44], [0.65, 0.78, 1.03], [-0.32, 0.19, 0.05], [-0.42, -1.29, 0.27], [0.34, 1.14, 3.15], [-0.80, 0.13, 2.66], [0.89, -0.51, 2.70], [0.89, 1.85, 0.96], [1.63, 0.14, 0.86], [0.05, 0.43, -0.98], [-1.27, 0.58, 0.14], [0.41, -1.88, 0.56], [-1.12, -1.74, -0.53], [-0.93, -1.71, 1.08], [-1.75, 1.28, -2.30], [-1.16, -0.23, -2.92], [-1.48, 0.32, -2.17], [1.66, 0.84, -2.53], [1.36, -0.76, -2.51], [1.16, 0.09, -1.97]]}

---

It comes down to P, which is 0.0730 hartree more stable than the next structure.

---

## P
{"formula": "C7H6", "method": "ωB97M-V/def2-TZVPD", "homo_energy_ev": [-8.351, -8.354], "multiplicity": 1, "homo_lumo_gap_ev": [7.78, 7.78], "symbols": ["C", "C", "C", "C", "C", "C", "C", "H", "H", "H", "H", "H", "H"], "coordinates": [[0.87, -0.92, 1.45], [0.02, -1.12, 0.57], [-0.52, -0.54, -0.59], [-1.90, -0.85, -1.08], [0.23, 0.52, -1.02], [1.08, 1.29, -0.50], [1.58, 1.71, 0.68], [1.27, -1.45, 2.28], [-2.60, -0.90, -0.25], [-2.23, -0.08, -1.79], [-1.89, -1.81, -1.61], [1.51, 2.77, 0.91], [2.58, 1.38, 0.95]]}

---

## Q
{"formula": "C7H6", "method": "ωB97M-V/def2-TZVPD", "homo_energy_ev": -7.425, "multiplicity": 1, "homo_lumo_gap_ev": 8.22, "symbols": ["C", "C", "C", "C", "C", "C", "C", "H", "H", "H", "H", "H", "H"], "coordinates": [[-3.03, -0.50, 0.37], [-2.11, 0.41, 0.16], [-1.09, 1.13, 0.04], [0.18, 1.21, -0.09], [1.52, 1.69, -0.12], [1.32, 0.37, -0.10], [1.89, -0.98, -0.19], [-2.85, -1.56, 0.30], [-4.11, -0.42, 0.30], [2.14, 2.57, 0.01], [1.24, -1.87, -0.06], [2.60, -0.96, 0.58], [2.29, -1.09, -1.19]]}

---

It comes down to Q, which is 0.0316 hartree more stable than the next structure.

---

## P
{"formula": "C7H6", "method": "ωB97M-V/def2-TZVPD", "homo_energy_ev": [-9.539, -9.538], "multiplicity": 1, "homo_lumo_gap_ev": [8.10, 8.10], "symbols": ["C", "C", "C", "C", "C", "C", "C", "H", "H", "H", "H", "H", "H"], "coordinates": [[-3.11, 0.39, 0.09], [-4.00, 0.02, -0.69], [-1.81, 0.24, 0.40], [-0.70, 0.76, -0.34], [1.94, 0.15, -0.53], [1.35, -0.72, 0.66], [0.55, 0.28, -0.04], [-1.49, -0.56, 1.10], [-0.87, 1.34, -1.14], [2.72, 0.66, -0.15], [2.21, -0.27, -1.45], [1.28, -1.86, 0.51], [1.95, -0.43, 1.57]]}

---

## Q
{"formula": "C7H6", "method": "ωB97M-V/def2-TZVPD", "homo_energy_ev": [-7.935, -8.731], "multiplicity": 1, "homo_lumo_gap_ev": [6.98, 8.20], "symbols": ["C", "C", "C", "C", "C", "C", "C", "H", "H", "H", "H", "H", "H"], "coordinates": [[-0.33, -0.52, -2.02], [-1.48, -0.07, -1.72], [1.07, -0.64, -1.63], [1.21, 0.03, -0.50], [-1.19, -0.14, -0.33], [0.09, 0.61, 0.22], [0.03, 0.39, 1.74], [1.59, -1.31, -2.30], [-1.35, -1.10, 0.14], [0.23, 1.67, 0.04], [1.00, 0.81, 2.28], [-0.06, -0.77, 1.96], [-0.80, 1.03, 2.10]]}

---

It comes down to P, which is 0.0457 hartree more stable than the next structure.

---

## P
{"formula": "C3H9N3", "method": "ωB97M-V/def2-TZVPD", "homo_energy_ev": -9.188, "multiplicity": 1, "homo_lumo_gap_ev": 10.14, "symbols": ["C", "C", "C", "N", "N", "N", "H", "H", "H", "H", "H", "H", "H", "H", "H"], "coordinates": [[-1.15, 0.72, 1.14], [-0.62, -0.46, 0.39], [0.80, -0.24, -0.10], [1.31, -1.51, -0.69], [1.04, -1.72, -2.02], [2.35, -1.35, -1.67], [-1.04, 1.65, 0.60], [-0.53, 0.93, 1.98], [-2.24, 0.71, 1.47], [-0.70, -1.31, 1.13], [-1.27, -0.69, -0.50], [1.35, -0.14, 0.80], [0.80, 0.57, -0.77], [0.53, -0.93, -2.39], [2.75, -0.42, -2.00]]}

---

## Q
{"formula": "C3H9N3", "method": "ωB97M-V/def2-TZVPD", "homo_energy_ev": -8.897, "multiplicity": 1, "homo_lumo_gap_ev": 9.84, "symbols": ["H", "N", "C", "N", "N", "C", "C", "H", "H", "H", "H", "H", "H", "H", "H"], "coordinates": [[-3.74, 1.35, -0.15], [-2.83, 0.86, 0.18], [-2.20, 0.57, -0.85], [-0.88, 0.01, -0.88], [-0.22, -0.54, 0.21], [1.23, -0.16, -0.05], [2.17, -0.21, 1.25], [-2.58, 0.63, -1.92], [-0.81, -0.51, -1.76], [-0.44, -1.44, 0.57], [1.84, -0.77, -0.93], [1.21, 1.01, -0.27], [1.77, 0.46, 2.04], [2.30, -1.31, 1.58], [3.17, 0.05, 0.99]]}

---

It comes down to Q, which is 0.0671 hartree more stable than the next structure.

---

## P
{"formula": "C3H9N3", "method": "ωB97M-V/def2-TZVPD", "homo_energy_ev": -9.120, "multiplicity": 1, "homo_lumo_gap_ev": 9.95, "symbols": ["H", "N", "C", "C", "H", "H", "H", "H", "H", "N", "N", "C", "H", "H", "H"], "coordinates": [[2.45, 0.92, 0.87], [2.05, -0.01, 1.02], [1.47, -0.49, 0.01], [1.37, 0.06, -1.37], [1.03, -1.50, 0.14], [1.83, -0.63, -2.09], [1.83, 1.04, -1.45], [0.31, 0.13, -1.62], [-2.19, 1.72, -0.98], [-2.09, 1.35, -0.03], [-1.47, 0.28, -0.04], [-1.64, -0.56, 1.17], [-0.67, -0.59, 1.69], [-1.90, -1.58, 0.86], [-2.40, -0.14, 1.83]]}

---

## Q
{"formula": "C3H9N3", "method": "ωB97M-V/def2-TZVPD", "homo_energy_ev": -8.749, "multiplicity": 1, "homo_lumo_gap_ev": 9.23, "symbols": ["H", "N", "C", "C", "H", "H", "H", "H", "H", "N", "N", "C", "H", "H", "H"], "coordinates": [[2.47, 1.01, 0.76], [1.96, 0.16, 1.00], [1.32, -0.36, 0.04], [1.35, 0.01, -1.41], [0.81, -1.32, 0.24], [1.88, -0.74, -2.00], [1.80, 0.99, -1.56], [0.32, 0.03, -1.76], [-2.09, 1.79, -0.83], [-1.82, 1.43, 0.10], [-1.29, 0.32, 0.01], [-1.63, -0.67, 1.16], [-0.75, -0.70, 1.81], [-1.83, -1.65, 0.74], [-2.49, -0.28, 1.70]]}

---

It comes down to P, which is 0.0235 hartree more stable than the next structure.